No. 1
This record from the Open Molecules 2025 dataset describes a 11-piece molecular cluster, C40H112N10O11 overall in a non-equilibrium geometry. The level of theory is ωB97M-V/def2-TZVPD.

Geometry (Å):
C  3.45413  -3.59809  4.04208
O  3.04541  -2.26556  4.19382
C  3.95663  -1.47799  4.95359
C  3.56770  -0.01801  4.80837
C  3.92471  0.48681  3.41946
N  4.15934  0.83705  5.84841
H  4.30355  -3.63457  3.34351
H  2.68253  -4.19275  3.56062
H  3.86376  -4.06835  4.94191
H  3.77295  -1.84858  5.96919
H  5.00951  -1.63888  4.68836
H  2.47640  0.01576  4.90320
H  5.01952  0.49185  3.37602
H  3.55335  1.47729  3.16080
H  3.58373  -0.22599  2.66276
H  5.14489  0.57769  5.84877
H  4.12080  1.79531  5.52129
C  -6.45615  0.81704  -7.78633
O  -5.98032  0.74674  -6.46049
C  -6.98535  0.93061  -5.50455
C  -6.75260  0.39993  -4.06516
C  -5.55065  1.08405  -3.40870
N  -6.54615  -1.05133  -4.14321
H  -7.28773  0.16707  -8.06105
H  -5.59444  0.57534  -8.40933
H  -6.67279  1.85967  -8.04175
H  -7.26912  1.98335  -5.37732
H  -7.85614  0.34300  -5.82943
H  -7.66685  0.56902  -3.49021
H  -5.58008  0.79222  -2.35592
H  -5.50727  2.16733  -3.50621
H  -4.59747  0.72101  -3.79585
H  -7.07089  -1.48932  -3.39433
H  -6.93450  -1.42790  -4.99880
C  3.84880  -3.02955  0.29393
O  4.74588  -2.65247  -0.69665
C  5.94548  -3.39521  -0.66946
C  6.96774  -2.97367  -1.68748
C  8.22989  -3.84647  -1.69957
N  7.37654  -1.58405  -1.38923
H  2.93274  -2.45217  0.15270
H  4.22847  -2.83051  1.30314
H  3.50732  -4.07607  0.30660
H  6.46074  -3.41547  0.30369
H  5.63548  -4.44188  -0.79750
H  6.56727  -3.10572  -2.69620
H  8.85360  -3.79258  -0.80214
H  8.92348  -3.49834  -2.46898
H  8.01554  -4.89420  -1.92819
H  8.05011  -1.63551  -0.63094
H  7.90796  -1.25368  -2.18913
C  -2.42466  0.52479  -1.76718
O  -2.07795  0.57108  -0.39826
C  -0.73553  0.21389  -0.17227
C  -0.69217  -0.20848  1.28977
C  0.69849  -0.52804  1.74576
N  -1.51727  -1.39213  1.55901
H  -3.37868  1.04194  -1.86558
H  -2.66045  -0.50220  -2.06805
H  -1.69756  0.98595  -2.43706
H  -0.38109  -0.61170  -0.80511
H  -0.08000  1.08268  -0.31661
H  -1.14347  0.59622  1.88176
H  1.41383  0.27360  1.54171
H  1.03220  -1.37109  1.13066
H  0.77142  -0.78053  2.80282
H  -2.29516  -1.35990  0.89201
H  -1.07026  -2.30224  1.34329
C  2.60167  1.66038  -1.10262
O  3.97605  1.57716  -0.76647
C  4.42846  2.55085  0.15127
C  5.95902  2.56460  0.13828
C  6.55267  1.20072  0.52224
N  6.48019  3.52604  1.12294
H  2.01826  1.64097  -0.17925
H  2.34482  0.84788  -1.77752
H  2.42896  2.60711  -1.62625
H  4.01246  3.54167  -0.06422
H  4.08646  2.21181  1.13512
H  6.35860  2.62448  -0.88231
H  6.08232  0.37784  -0.02628
H  6.41636  0.86298  1.55370
H  7.61319  1.16149  0.26529
H  7.46850  3.34029  1.23700
H  6.35261  4.41689  0.64342
C  -0.06629  -0.51522  -4.06983
O  0.45487  -1.82640  -4.06418
C  1.85022  -1.79117  -3.86543
C  2.42105  -3.20903  -4.02935
C  1.96405  -4.20335  -2.96942
N  3.88521  -3.17343  -3.91859
H  0.18536  -0.00100  -3.13861
H  -1.15143  -0.52341  -4.17906
H  0.27080  0.04423  -4.94947
H  2.32819  -1.20405  -4.66184
H  2.11579  -1.35623  -2.89300
H  2.16738  -3.49175  -5.05129
H  0.87280  -4.23165  -2.91475
H  2.26459  -3.98952  -1.94289
H  2.38096  -5.17349  -3.23629
H  4.27021  -2.56930  -4.64847
H  4.18573  -2.61559  -3.11571
C  -4.22312  -2.77261  -0.83872
O  -4.23680  -1.84912  0.22888
C  -5.43269  -1.07423  0.31355
C  -5.34810  -0.26627  1.60996
C  -6.63807  0.51380  1.83490
N  -4.24155  0.73675  1.57469
H  -3.20151  -2.92601  -1.19270
H  -4.88750  -2.42975  -1.63510
H  -4.54753  -3.76342  -0.49734
H  -5.65072  -0.39982  -0.52542
H  -6.26999  -1.78093  0.36812
H  -5.25486  -1.03541  2.37564
H  -6.62555  1.00064  2.81161
H  -7.51016  -0.14238  1.83030
H  -6.70562  1.33508  1.11667
H  -3.53856  0.09007  1.20374
H  -4.39394  1.28611  0.72792
C  1.08556  3.13406  2.85853
O  1.19980  4.53200  2.66367
C  2.55307  4.95098  2.61619
C  2.72603  6.47003  2.45947
C  4.12870  6.79420  2.00946
N  2.48863  7.15115  3.76050
H  1.37664  2.93489  3.89267
H  1.58615  2.52424  2.10013
H  0.02386  2.91405  2.73315
H  3.27630  4.64401  3.38347
H  2.89124  4.49887  1.67367
H  1.95341  6.74651  1.73844
H  4.46493  6.33048  1.07894
H  4.84457  6.53037  2.79072
H  4.20467  7.86847  1.83670
H  2.79855  6.49782  4.46874
H  1.49226  7.31936  3.80706
C  -3.19195  3.64229  -1.00274
O  -4.48360  3.79506  -1.53773
C  -5.37158  4.47937  -0.67977
C  -6.80072  4.29251  -1.13200
C  -7.01886  4.84752  -2.52231
N  -7.67743  5.00313  -0.15631
H  -3.23643  3.04873  -0.08193
H  -2.76827  4.61650  -0.73218
H  -2.53440  3.12471  -1.69250
H  -5.25608  4.07004  0.33571
H  -5.05506  5.53151  -0.63691
H  -7.16021  3.26254  -1.08639
H  -6.55568  5.83481  -2.57716
H  -8.05912  4.77905  -2.83354
H  -6.46022  4.23654  -3.23475
H  -7.48027  4.70152  0.79067
H  -7.44705  5.99111  -0.21038
C  -0.15422  -4.23606  -0.32868
O  -0.36406  -3.99366  1.03593
C  -0.79780  -5.14027  1.81775
C  -0.56057  -4.89382  3.31016
C  -0.67608  -6.22563  4.05995
N  -1.54093  -3.97135  3.84602
H  -0.91936  -4.85989  -0.81129
H  0.74226  -4.86455  -0.40784
H  -0.06769  -3.30129  -0.87878
H  -1.87272  -5.27435  1.64253
H  -0.33354  -6.02400  1.37059
H  0.44964  -4.51185  3.49944
H  -1.69020  -6.61739  3.98528
H  -0.40905  -6.11289  5.11179
H  0.04530  -6.94893  3.66945
H  -1.59260  -3.18519  3.21346
H  -1.26897  -3.55382  4.72903
O  -3.36364  -0.68517  3.89826
H  -2.62883  -1.19194  3.52969
H  -3.69740  -0.16872  3.14834

Values from the calculation:
Multiplicity: 1
E_LUMO in eV: 0.615
SMILES: COC[C@H](C)N.COC[C@H](C)N.COC[C@H](C)N.COC[C@H](C)N.COC[C@H](C)N.COC[C@H](C)N.COC[C@H](C)N.COC[C@H](C)N.COC[C@H](C)N.COC[C@H](C)N.O
Energy relative to the best compared isomer or geometry (same formula, charge and spin) in kcal/mol: 29.73
HOMO level in eV: -8.9355
Energy in eV: -80713.4456
Largest force on an atom in eV Å⁻¹: 2.33

No. 2
This record from the Open Molecules 2025 dataset describes a 11-piece molecular cluster, C40H112N10O11 overall in a non-equilibrium geometry. The level of theory is ωB97M-V/def2-TZVPD.

Geometry (Å):
C  -1.19348  8.05120  -1.83599
O  -2.39556  7.30072  -2.04100
C  -3.06928  7.58047  -3.23359
C  -4.37640  6.84636  -3.41215
C  -4.20454  5.32793  -3.63740
N  -5.07488  7.36597  -4.55729
H  -0.80065  7.79531  -0.85196
H  -1.45346  9.10955  -1.85652
H  -0.41283  7.92031  -2.58535
H  -3.24515  8.64856  -3.36147
H  -2.47664  7.35797  -4.12094
H  -5.03931  7.06180  -2.57415
H  -5.13605  4.77399  -3.75385
H  -3.53720  4.83421  -2.93101
H  -3.71657  5.17249  -4.59960
H  -5.33172  8.34208  -4.59408
H  -5.68838  6.67882  -4.97146
C  -1.22728  -0.28877  6.41447
O  -0.90029  -1.65748  6.73867
C  -0.07308  -1.87194  7.93382
C  1.37740  -1.41943  7.55222
C  2.09545  -2.37347  6.59288
N  2.33156  -1.33794  8.74724
H  -1.79804  0.18255  7.21459
H  -1.87544  -0.18928  5.54380
H  -0.33835  0.29070  6.16525
H  -0.45622  -1.59605  8.91627
H  -0.03840  -2.92294  8.22067
H  1.44545  -0.47106  7.01923
H  2.63439  -1.83527  5.81315
H  1.36148  -3.04714  6.15066
H  2.80176  -2.94745  7.19268
H  3.28070  -1.62201  8.55094
H  2.37508  -0.43016  9.18783
C  4.92685  -10.18408  4.28117
O  5.69999  -9.52493  3.27530
C  5.00004  -8.45942  2.56784
C  5.80572  -7.49082  1.62718
C  5.09342  -6.21574  1.15331
N  6.35489  -8.27481  0.49499
H  4.03473  -10.72577  3.96684
H  4.49724  -9.51163  5.02370
H  5.61272  -10.96034  4.62045
H  4.16300  -8.98400  2.10711
H  4.60658  -7.86604  3.39320
H  6.74929  -7.25912  2.12125
H  5.78864  -5.60426  0.57813
H  4.76142  -5.61748  2.00182
H  4.10873  -6.42908  0.73740
H  6.45421  -9.25103  0.73427
H  5.56714  -8.37299  -0.12944
C  -0.09840  2.05374  0.19761
O  0.05482  0.62924  -0.01530
C  -0.62907  -0.12326  0.96660
C  -0.39655  -1.58745  0.51635
C  -1.28167  -2.08681  -0.58760
N  -0.59568  -2.55999  1.58658
H  0.42631  2.54607  -0.62115
H  0.16293  2.42001  1.19040
H  -1.04381  2.57037  0.03208
H  -0.23300  0.04134  1.96867
H  -1.69688  0.08506  0.89966
H  0.67479  -1.61520  0.31746
H  -1.24736  -1.48163  -1.49352
H  -2.33395  -2.32222  -0.42835
H  -1.01965  -3.09869  -0.89669
H  -0.24060  -2.29708  2.49482
H  -1.58900  -2.72266  1.66994
C  5.86078  10.32283  -3.10876
O  6.50429  9.45465  -2.20682
C  5.51853  8.48369  -1.70928
C  6.18541  7.22848  -0.99991
C  7.09127  6.37286  -1.92028
N  5.16779  6.43231  -0.47687
H  5.17552  10.89765  -2.48578
H  5.31771  9.78545  -3.88619
H  6.51231  11.08738  -3.53194
H  4.76442  8.89431  -1.03786
H  5.12008  7.96840  -2.58323
H  6.79239  7.56363  -0.15887
H  7.78939  5.71953  -1.39691
H  7.65572  7.16311  -2.41527
H  6.43883  5.83172  -2.60554
H  4.51961  6.92724  0.11895
H  5.60324  5.63736  -0.03129
C  2.08632  9.67305  -9.18498
O  2.66684  8.40736  -8.94741
C  2.28366  7.89065  -7.69583
C  2.85083  6.50768  -7.61268
C  2.34092  5.78843  -6.33933
N  4.29036  6.44282  -7.89862
H  2.14684  9.95975  -10.23485
H  2.61460  10.39235  -8.55918
H  1.03895  9.73411  -8.88936
H  2.53338  8.43070  -6.78255
H  1.20382  7.95360  -7.56137
H  2.39166  6.07855  -8.50325
H  2.22457  6.44214  -5.47489
H  3.10490  5.09644  -5.98493
H  1.49821  5.19320  -6.69094
H  4.39062  7.17501  -8.58704
H  4.67389  6.72534  -7.00801
C  -7.65307  -5.34312  -1.60992
O  -8.78876  -6.11001  -1.87846
C  -9.98273  -5.40781  -1.53381
C  -11.11573  -6.39896  -1.70641
C  -12.34187  -5.64564  -1.49433
N  -11.08902  -7.50221  -0.71242
H  -6.75547  -5.73225  -2.09054
H  -7.35088  -5.19864  -0.57265
H  -7.74382  -4.32748  -1.99506
H  -9.92034  -5.16045  -0.47408
H  -10.00577  -4.52070  -2.16673
H  -10.97707  -6.91931  -2.65411
H  -12.25663  -4.73624  -0.89951
H  -13.05410  -6.35495  -1.07280
H  -12.67964  -5.35030  -2.48771
H  -11.14423  -7.20520  0.25135
H  -10.21713  -8.01144  -0.68790
C  2.75349  -2.96734  -5.23122
O  1.94768  -4.01411  -5.75747
C  2.09651  -5.19005  -4.90288
C  1.06212  -6.29714  -5.23359
C  -0.34080  -5.74225  -5.54958
N  0.96440  -7.27431  -4.16344
H  2.53531  -2.67876  -4.20300
H  2.42349  -2.03608  -5.69164
H  3.81471  -3.19217  -5.33770
H  3.09992  -5.60893  -4.97905
H  1.96537  -5.05911  -3.82876
H  1.30717  -6.79939  -6.16942
H  -0.56561  -4.98778  -4.79569
H  -1.14771  -6.47348  -5.50148
H  -0.22866  -5.31845  -6.54754
H  0.42623  -6.91712  -3.38698
H  1.89735  -7.56416  -3.90719
C  -0.85129  4.47756  9.45650
O  0.16911  4.67939  8.50193
C  0.01173  5.81094  7.61560
C  1.32639  6.13287  6.88597
C  1.23993  7.36833  6.06536
N  1.56052  5.10768  5.87257
H  -0.50167  3.62385  10.03706
H  -1.82771  4.26995  9.01877
H  -0.90646  5.40252  10.03050
H  -0.74715  5.56654  6.87233
H  -0.19471  6.78923  8.04966
H  2.20267  6.21095  7.52950
H  2.24655  7.54050  5.68436
H  0.95810  8.21045  6.69745
H  0.56297  7.34169  5.21148
H  2.53624  5.26667  5.66576
H  1.58490  4.24836  6.40274
C  -4.43528  -5.50001  3.34565
O  -3.57959  -6.08256  2.37989
C  -3.64344  -7.51189  2.27723
C  -2.64184  -7.95729  1.24636
C  -2.44762  -9.45723  0.91217
N  -1.31685  -7.37280  1.47841
H  -4.35991  -4.41545  3.26730
H  -4.12131  -5.63069  4.38124
H  -5.50159  -5.63712  3.16596
H  -3.43605  -8.04841  3.20310
H  -4.69851  -7.63478  2.03263
H  -3.01713  -7.54056  0.31170
H  -1.86386  -9.65391  0.01292
H  -3.46990  -9.82755  0.83535
H  -2.02237  -10.05744  1.71653
H  -1.01556  -7.68037  2.39204
H  -1.44254  -6.38163  1.62637
O  4.43831  1.89995  -1.45114
H  4.40150  2.78711  -1.09364
H  3.52914  1.68889  -1.66353

Values from the calculation:
Multiplicity: 1
E_LUMO in eV: 0.119
SMILES: COC[C@H](C)N.COC[C@H](C)N.COC[C@H](C)N.COC[C@H](C)N.COC[C@H](C)N.COC[C@H](C)N.COC[C@H](C)N.COC[C@H](C)N.COC[C@H](C)N.COC[C@H](C)N.O
Energy relative to the best compared isomer or geometry (same formula, charge and spin) in kcal/mol: 144.93
HOMO level in eV: -8.9728
Energy in eV: -80708.4499
Largest force on an atom in eV Å⁻¹: 2.99

So what do the calculations give for Kohn-Sham gap? Going down the list: 9.5507; 9.0916 eV.